Here is a cluster of 2 separate species, C2H4NPS in total in a non-equilibrium geometry from the Open Molecules 2025 dataset. Energies are from the ωB97M-V functional and the def2-TZVPD basis.

Positions of all 9 atoms, in Å:
1 S -1.38 0.01 -1.17
2 P 2.93 0.54 -0.08
3 N 1.74 -0.39 0.13
4 C 0.80 -1.19 0.13
5 C -1.58 1.18 -0.05
6 H -0.85 2.12 0.12
7 H 0.05 -1.28 0.87
8 H -2.42 1.00 0.67
9 H 0.69 -2.00 -0.61

The HOMO energy (spin up / spin down) is -7.3 / -7.3 eV. For the frontier orbital gap (spin up / spin down), the calculation gives 6.70 / 6.70 eV. The energy above the lowest of the compared OMol25 structures with the same formula, charge and spin is 331.74 kJ/mol.